Entry from the OMol25 dataset: the molecule C4H4OS (ωB97M-V/def2-TZVPD).

Geometry as XYZ:
```
10
Properties=species:S:1:pos:R:3:forces:R:3:lowdin_charge:R:1
C 0.74719 -1.91748 0.50860 0.08 -0.21 -0.45 0.00
C 0.31375 -0.73645 0.14110 -0.95 2.42 3.29 -0.43
O 0.11392 -0.16574 -1.03161 0.16 -0.37 -0.72 -0.03
C -0.41279 1.09855 -1.00463 -0.44 0.80 0.48 -0.21
C -0.67237 1.66520 0.17425 0.23 -0.49 -0.29 -0.49
S -0.27358 0.71397 1.57288 0.89 -2.18 -2.08 0.86
H 0.88257 -2.16289 1.54069 -0.09 0.03 0.29 0.05
H 0.97859 -2.66295 -0.22872 0.14 -0.17 -0.26 0.06
H -0.57559 1.52934 -1.97621 0.02 -0.09 -0.09 0.12
H -1.10170 2.63845 0.30364 -0.04 0.25 -0.16 0.06
```
Forces are in eV/Å.

The SMILES is C=C1OC=CS1. The value obtained for the HOMO energy is -0.290 Eh. For the HOMO-LUMO gap, the calculation gives 8.5 eV.

Entry from the OMol25 dataset: a cluster of 2 separate species, C4H4OS in total (ωB97M-V/def2-TZVPD).

Geometry as XYZ:
```
10
Properties=species:S:1:pos:R:3:forces:R:3:lowdin_charge:R:1
C -1.14246 0.77220 1.17098 0.45 -0.30 1.37 0.00
C -0.85679 0.15842 0.06271 -1.58 -0.81 1.07 -0.22
C -0.85023 -0.53006 -1.03056 -0.66 0.06 -0.46 -0.01
H -0.94346 0.38439 2.20784 0.29 0.51 -1.33 0.08
H -1.63267 1.72452 1.08487 -0.41 0.20 0.15 0.05
H -1.58557 -1.24951 -1.42311 0.23 0.52 0.70 0.08
H -0.20339 -0.09140 -1.71797 1.63 -0.18 -1.53 0.02
O 2.11393 -1.44333 0.51956 -0.52 -2.04 1.20 0.13
C 2.37013 -0.50413 -0.05629 0.21 0.73 -0.36 -0.93
S 2.73051 0.77891 -0.81803 0.37 1.29 -0.82 0.80
```
Forces are in eV/Å.

The SMILES is C=C=C.O=C=S. The value obtained for the HOMO energy is -0.349 Eh. For the HOMO-LUMO gap, the calculation gives 10.2 eV.

Repeat the first record exactly.
Entry from the OMol25 dataset: the molecule C4H4OS (ωB97M-V/def2-TZVPD).

Geometry as XYZ:
```
10
Properties=species:S:1:pos:R:3:forces:R:3:lowdin_charge:R:1
C 0.74719 -1.91748 0.50860 0.08 -0.21 -0.45 0.00
C 0.31375 -0.73645 0.14110 -0.95 2.42 3.29 -0.43
O 0.11392 -0.16574 -1.03161 0.16 -0.37 -0.72 -0.03
C -0.41279 1.09855 -1.00463 -0.44 0.80 0.48 -0.21
C -0.67237 1.66520 0.17425 0.23 -0.49 -0.29 -0.49
S -0.27358 0.71397 1.57288 0.89 -2.18 -2.08 0.86
H 0.88257 -2.16289 1.54069 -0.09 0.03 0.29 0.05
H 0.97859 -2.66295 -0.22872 0.14 -0.17 -0.26 0.06
H -0.57559 1.52934 -1.97621 0.02 -0.09 -0.09 0.12
H -1.10170 2.63845 0.30364 -0.04 0.25 -0.16 0.06
```
Forces are in eV/Å.

The SMILES is C=C1OC=CS1. The value obtained for the HOMO energy is -0.290 Eh. For the HOMO-LUMO gap, the calculation gives 8.5 eV.